Entry 1:
Below is the ion C6H14N7 with charge +1 at a distorted geometry, with properties calculated with ωB97M-V with the def2-TZVPD basis set.

Element x y z (Å)
C: -1.942 2.365 0.657
C: 0.159 1.601 1.369
C: 2.363 -0.106 -0.910
C: 1.143 -0.375 -1.816
C: -1.231 -0.201 -0.848
C: -1.377 -0.046 0.662
N: -2.773 3.106 0.558
N: 1.292 1.838 1.627
N: 2.388 -0.824 0.396
N: -2.716 -0.536 0.964
N: -0.383 -0.888 1.383
N: -1.075 1.320 0.946
N: 0.059 0.391 -1.331
H: 3.214 -0.440 -1.455
H: 2.490 0.948 -0.710
H: 0.915 -1.481 -1.840
H: 1.489 -0.208 -2.892
H: -2.146 0.189 -1.335
H: -1.276 -1.378 -1.215
H: 2.978 -0.362 1.062
H: 2.686 -1.849 0.364
H: -3.223 -0.640 0.066
H: -3.386 -0.339 1.753
H: -0.567 -0.783 2.371
H: -0.479 -1.888 1.216
H: 1.389 -0.653 0.813
H: 0.007 1.240 -1.851

Computed properties:
Frontier orbital gap in eV: 10.11
2S+1: 1
Net charge: +1
Structure (SMILES): N#CN(C#N)C(N)(N)CNCC[NH3+]
Total energy in eV: -16870.9268
LUMO level in eV: -3.057

=====

Entry 2:
Below is a cluster of 2 separate species, C6H14N7 in total at a distorted geometry, with properties calculated with ωB97M-V with the def2-TZVPD basis set.

Element x y z (Å)
C: -0.625 -0.231 -1.705
C: -1.803 2.445 -1.101
C: -0.562 -1.447 1.581
C: 1.476 1.696 -1.156
C: -1.233 -0.355 0.713
C: 0.835 0.918 0.023
N: -1.409 -1.096 -2.240
N: -2.315 1.785 -0.297
N: 0.037 -2.501 0.555
N: -0.036 0.652 -2.651
N: -0.931 3.026 -1.855
N: 0.550 1.831 -2.298
N: -0.254 -0.043 -0.415
H: 0.284 -1.023 2.042
H: -1.123 -1.920 2.276
H: 1.840 2.648 -0.817
H: 2.289 1.202 -1.671
H: -1.509 0.438 1.475
H: -2.172 -0.829 0.413
H: 0.375 1.686 0.617
H: 1.594 0.285 0.657
H: -1.855 -1.623 -1.601
H: -0.833 -2.686 0.034
H: -0.389 0.636 -3.571
H: -1.187 3.162 -2.865
H: 0.582 -1.910 -0.103
H: 0.446 -3.281 1.087

Computed properties:
Frontier orbital gap (alpha / beta) in eV: 8.38 / 8.38
2S+1: 1
Net charge: +1
Total energy in eV: -16868.3749
LUMO level (alpha / beta) in eV: -3.704 / -3.703

=====

Entry 3:
Below is the ion C6H14N8 with charge +2 at a distorted geometry, with properties calculated with ωB97M-V with the def2-TZVPD basis set.

Element x y z (Å)
C: -1.014 1.668 -0.572
C: 2.321 0.114 -0.954
C: -1.239 -0.495 -1.245
C: 1.859 0.565 1.279
C: -2.738 0.295 0.540
C: 1.795 -1.830 0.316
N: -1.779 0.433 -0.343
N: 2.376 -0.493 0.347
N: 0.390 1.351 -0.278
N: 0.896 0.319 -1.211
N: 0.456 0.916 1.105
N: 0.092 -0.823 -0.847
N: -3.222 -0.884 0.924
N: 0.384 -1.788 -0.081
H: -1.191 2.044 -1.653
H: -1.418 2.334 0.204
H: 2.911 0.960 -0.899
H: 2.458 -0.416 -1.908
H: -1.647 -1.530 -1.386
H: -1.072 -0.175 -2.235
H: 2.001 0.446 2.289
H: 2.511 1.328 0.931
H: 0.420 1.812 1.670
H: -2.845 1.305 1.066
H: 2.421 -2.405 -0.412
H: 1.907 -2.357 1.341
H: -3.088 -1.724 0.347
H: -3.946 -0.970 1.664

Computed properties:
Frontier orbital gap in eV: 7.93
2S+1: 1
Net charge: +2
Structure (SMILES): [NH2+]=CN1CN2NCN3CN=[N+](C1)N2C3
Total energy in eV: -18347.0995
LUMO level in eV: -9.194

=====

Entry 4:
Below is the ion C6H14NO with charge -1 at a distorted geometry, with properties calculated with ωB97M-V with the def2-TZVPD basis set.

Element x y z (Å)
C: 0.445 -2.338 0.529
O: 0.131 -3.125 -0.559
C: -0.380 -1.046 0.459
C: 0.261 0.162 -0.282
C: 1.682 0.311 0.216
C: -0.573 1.429 0.135
C: -0.401 2.528 -0.998
N: -1.766 -1.309 -0.018
H: 1.452 -2.023 0.931
H: 0.131 -2.926 1.394
H: -0.582 -0.703 1.506
H: 0.347 0.310 -1.358
H: 1.894 0.436 1.320
H: 2.109 1.262 -0.141
H: 2.387 -0.441 -0.116
H: -1.647 1.106 -0.043
H: -0.389 1.785 1.149
H: -1.047 3.395 -0.904
H: 0.598 2.926 -1.056
H: -0.603 2.045 -1.977
H: -2.373 -1.828 0.616
H: -1.675 -1.959 -0.803

Computed properties:
Frontier orbital gap in eV: 6.07
2S+1: 1
Net charge: -1
Structure (SMILES): CC[C@@H](C)[C@@H](N)C[O-]
Total energy in eV: -9985.3699
LUMO level in eV: 3.761

=====

Entry 5:
Below is a structure of composition C6H14NO at a distorted geometry, with properties calculated with ωB97M-V with the def2-TZVPD basis set.

Element x y z (Å)
C: 0.378 2.831 1.041
N: -0.014 2.015 2.004
C: 0.909 -1.102 -0.321
C: -0.172 -1.531 -1.312
C: -0.568 -2.958 -0.986
O: 0.318 -3.887 -1.407
C: 0.462 -0.886 1.170
C: -0.672 3.477 0.122
H: 1.410 2.870 0.596
H: -0.167 1.579 0.944
H: 1.484 -0.195 -0.607
H: 1.674 -1.886 -0.476
H: -1.034 -0.862 -1.338
H: 0.282 -1.683 -2.312
H: -0.934 -3.077 0.120
H: -1.575 -3.195 -1.461
H: 0.495 -1.805 1.755
H: -0.593 -0.588 1.120
H: 1.026 -0.103 1.666
H: -1.645 3.057 0.366
H: -0.673 4.564 0.244
H: -0.391 3.365 -0.928

Computed properties:
Frontier orbital gap in eV: 4.95
2S+1: 1
Net charge: -1
Total energy in eV: -9981.8320
LUMO level in eV: 2.963

=====

Entry 6:
Below is a structure of composition C6H14NO at a distorted geometry, with properties calculated with ωB97M-V with the def2-TZVPD basis set.

Element x y z (Å)
C: 4.525 0.010 0.433
C: 3.178 -0.233 -0.252
N: 2.039 0.319 0.379
C: 0.824 -0.262 -0.027
C: -2.962 1.420 1.099
C: -2.729 0.012 0.651
C: -2.724 -0.212 -0.799
O: -2.554 -1.194 -1.516
H: 4.606 0.891 1.080
H: 5.327 -0.142 -0.296
H: 4.725 -0.819 1.131
H: 3.109 -1.294 -0.581
H: 3.246 0.139 -1.316
H: 0.626 -1.341 0.214
H: 0.407 0.060 -1.047
H: -0.043 0.016 0.595
H: -3.890 1.907 0.694
H: -2.183 1.998 0.573
H: -2.745 1.695 2.135
H: -3.110 -0.862 1.236
H: -2.977 0.766 -1.344
H: -1.712 0.171 -0.114

Computed properties:
Frontier orbital gap in eV: 4.53
2S+1: 1
Net charge: -1
Total energy in eV: -9981.4424
LUMO level in eV: 3.320

=====

Entry 7:
Below is a structure of composition C6H14NO at a distorted geometry, with properties calculated with ωB97M-V with the def2-TZVPD basis set.

Element x y z (Å)
C: -0.092 0.976 -0.823
C: 0.576 2.205 -0.240
C: 0.403 -0.316 -0.190
N: 1.882 -0.618 -0.683
C: 2.389 -2.006 1.256
C: 1.741 -1.735 -0.071
C: -2.894 0.596 0.737
O: -3.445 0.750 -0.470
H: 0.147 1.000 -1.893
H: -1.185 0.929 -0.821
H: 0.456 2.264 0.838
H: 1.635 2.199 -0.482
H: 0.114 3.097 -0.651
H: 0.356 -0.164 0.868
H: -0.278 -1.133 -0.445
H: -3.576 0.770 1.610
H: 2.553 -1.029 1.685
H: 1.701 -2.555 1.909
H: 3.339 -2.538 1.227
H: 1.236 -2.562 -0.600
H: -2.022 1.229 1.058
H: -2.469 -0.438 0.910

Computed properties:
Frontier orbital gap in eV: 5.64
2S+1: 1
Net charge: -1
Total energy in eV: -9982.3765
LUMO level in eV: 3.346

=====

Entry 8:
Below is the ion C6H14NO with charge -1, with properties calculated with ωB97M-V with the def2-TZVPD basis set.

Element x y z (Å)
C: -1.040 -1.465 -0.387
O: -0.982 -2.403 -1.364
C: -0.632 -0.027 -0.921
C: 0.788 0.495 -0.536
C: 1.312 0.164 0.849
C: 0.509 0.724 2.037
C: 0.794 2.202 2.285
N: -0.679 -0.049 -2.398
H: -2.075 -1.341 0.027
H: -0.360 -1.713 0.451
H: -1.347 0.747 -0.612
H: 1.487 0.155 -1.296
H: 0.702 1.585 -0.612
H: 2.379 0.419 0.940
H: 1.333 -0.916 0.997
H: 0.771 0.126 2.908
H: -0.544 0.533 1.820
H: 0.900 2.744 1.338
H: 0.022 2.721 2.857
H: 1.769 2.302 2.774
H: -1.640 0.095 -2.690
H: -0.574 -1.063 -2.562

Computed properties:
Frontier orbital gap in eV: 6.22
2S+1: 1
Net charge: -1
Structure (SMILES): CCCC[C@@H](N)C[O-]
Total energy in eV: -9986.1901
LUMO level in eV: 3.692

=====

2S+1 of number 1 (C6H14N7)?
1